w | {
  "formula": "C6H11N2S",
  "method": "ωB97M-V/def2-TZVPD",
  "total_charge": 1,
  "symbols": ["C", "C", "C", "C", "C", "C", "N", "N", "S", "H", "H", "H", "H", "H", "H", "H", "H", "H", "H", "H"],
  "xyz": [[0.78860, -1.76558, 0.17127], [1.29461, 0.87602, 0.07791], [0.85582, -2.17270, 1.42547], [-1.04417, 0.44228, -0.76720], [-2.17216, 0.10761, 0.15316], [-0.98446, 0.30180, -2.06247], [-0.02450, 1.04979, -0.00766], [2.04642, 1.91089, 0.36703], [2.08228, -0.62013, -0.36816], [0.23417, -2.92637, 1.88805], [1.70819, -1.71667, 2.14968], [-2.51895, 0.99330, 0.62269], [-1.89365, -0.83332, 0.72133], [-3.11463, -0.14757, -0.32759], [0.01388, 0.61843, -2.61852], [-1.74025, -0.13538, -2.68385], [0.21863, -2.15377, -0.66973], [-0.45592, 1.57895, 0.71260], [1.66687, 2.71733, 0.67909], [3.03923, 1.87510, 0.53689]],
  "lowdin_charge": [-0.4605, -0.5968, -0.0303, -0.4305, -0.0257, 0.0950, 0.0725, 0.1942, 1.0363, 0.0702, 0.1280, 0.0777, 0.1103, 0.0930, 0.1292, 0.0783, 0.0780, 0.1490, 0.0937, 0.1386]
}

x | {
  "formula": "C6H11N2S",
  "method": "ωB97M-V/def2-TZVPD",
  "total_charge": 1,
  "smiles": "C1CC2=C(C[NH2+]1)SNC2",
  "symbols": ["C", "C", "C", "C", "C", "C", "N", "N", "S", "H", "H", "H", "H", "H", "H", "H", "H", "H", "H", "H"],
  "xyz": [[0.45747, 0.60137, -0.04408], [0.83734, -0.68977, -0.12946], [-0.93042, 1.14290, -0.03800], [1.64689, 1.41944, 0.30966], [-0.21335, -1.87347, -0.10017], [-1.87066, 0.02056, -0.38867], [2.89495, 0.75557, -0.21032], [-1.43661, -1.20487, 0.34450], [2.52043, -1.00384, 0.03149], [-1.16942, 1.81309, 0.84533], [-1.10519, 1.93738, -0.79983], [1.70728, 2.46911, 0.06633], [1.67084, 1.57283, 1.46702], [-0.28356, -2.37547, -1.08716], [0.08967, -2.63862, 0.64834], [-2.87085, 0.29787, -0.21290], [-1.72930, -0.31544, -1.39100], [3.26640, 0.87781, -1.12080], [-2.21781, -1.76955, 0.37337], [-1.26409, -1.03691, 1.43637]],
  "lowdin_charge": [-0.2750, -0.5176, -0.1239, -0.2312, -0.0969, -0.0948, -0.2623, 0.0256, 0.9783, 0.1554, 0.1459, 0.1166, 0.1583, 0.1484, 0.1456, 0.1300, 0.1408, 0.0532, 0.1423, 0.2613]
}

Most stable = w

w | {
  "formula": "C25H24ClN6O4PSTi",
  "method": "ωB97M-V/def2-TZVPD",
  "total_charge": 0,
  "s_squared": 2.019,
  "multiplicity": 3,
  "symbols": ["Ti", "O", "C", "O", "C", "O", "O", "N", "P", "C", "C", "C", "C", "C", "C", "C", "C", "C", "C", "C", "C", "C", "C", "C", "C", "C", "N", "H", "H", "H", "H", "H", "H", "H", "H", "H", "H", "H", "H", "H", "H", "H", "N", "N", "C", "N", "S", "H", "H", "H", "H", "H", "Cl", "C", "C", "C", "C", "N", "C", "H", "H", "H", "H"],
  "xyz": [[0.96864, -0.25112, -0.83974], [2.46194, 3.53236, -0.54488], [2.14267, 2.37266, -0.43702], [1.27544, 1.75278, -1.20058], [2.76001, 1.44425, 0.66775], [3.56951, 1.86830, 1.45915], [2.27759, 0.22842, 0.64675], [-0.52041, -1.15816, 2.03629], [-0.70611, 0.36152, 1.27955], [-2.50478, 0.66145, 1.27826], [-3.38517, 0.12296, 2.21133], [-4.73572, 0.43021, 2.15797], [-5.21587, 1.29037, 1.17857], [-4.34346, 1.83585, 0.24835], [-2.99401, 1.51285, 0.29289], [-0.14908, 1.45690, 2.62071], [-0.81505, 2.65128, 2.89252], [-0.31521, 3.52589, 3.84415], [0.85118, 3.21765, 4.52919], [1.52002, 2.03377, 4.25847], [1.02673, 1.15592, 3.30655], [-0.16067, -2.31158, 1.37823], [-0.25383, -3.54410, 2.04071], [0.07227, -4.69605, 1.36746], [0.48068, -4.61589, 0.03738], [0.56760, -3.36964, -0.53304], [0.27422, -2.22455, 0.11285], [-0.73779, -1.27030, 3.01553], [-3.02072, -0.54156, 2.98554], [-5.41590, 0.00472, 2.88426], [-6.26967, 1.53413, 1.14292], [-4.71154, 2.51219, -0.51306], [-2.30932, 1.92825, -0.43758], [-1.72675, 2.90050, 2.36469], [-0.83523, 4.45302, 4.04663], [1.24741, 3.90788, 5.26227], [2.44855, 1.80302, 4.76226], [1.58393, 0.26248, 3.05763], [-0.59146, -3.57345, 3.06813], [0.00160, -5.65356, 1.86606], [0.73127, -5.49745, -0.53340], [0.89314, -3.25326, -1.55965], [0.60516, 1.48446, -3.86694], [-0.74357, 1.80335, -3.70041], [-1.60929, 0.96907, -3.11577], [-2.89736, 1.39957, -3.11026], [-1.23476, -0.48319, -2.34079], [1.12697, 1.86246, -3.06624], [0.92219, 1.88001, -4.74194], [-1.04289, 2.75381, -3.86854], [-3.22422, 2.01325, -3.83911], [-3.56609, 0.76354, -2.70921], [2.57046, -2.45483, -5.85817], [2.92818, -2.21086, -4.17988], [4.01161, -2.84989, -3.59539], [4.25140, -2.58523, -2.25273], [3.41398, -1.73553, -1.56236], [2.33120, -1.15094, -2.12822], [2.12306, -1.36633, -3.44480], [4.64040, -3.51276, -4.17160], [5.09281, -3.02960, -1.74051], [3.58235, -1.49754, -0.51817], [1.28174, -0.85374, -3.89098]],
  "lowdin_charge": [0.6378, 0.0851, -0.5380, -0.2172, -0.5554, 0.0847, -0.2042, -0.1013, 1.0504, -0.3598, -0.0794, -0.0795, -0.0841, -0.0863, -0.1268, -0.3267, -0.0800, -0.0790, -0.0763, -0.0654, -0.0994, -0.3473, -0.0090, -0.0589, -0.0616, -0.1238, 0.0189, 0.1099, 0.1001, 0.1035, 0.1025, 0.1015, 0.0912, 0.0982, 0.1026, 0.1032, 0.1106, 0.1007, 0.1131, 0.1116, 0.1055, 0.1066, 0.0435, -0.0658, -0.8260, 0.0835, 0.6841, 0.0656, 0.0995, 0.1535, 0.1071, 0.0848, 0.6750, -0.6536, -0.0971, -0.0528, -0.1239, -0.0724, -0.1758, 0.1051, 0.1106, 0.1119, 0.0646]
}

x | {
  "formula": "C25H24ClN6O4PSTi",
  "method": "ωB97M-V/def2-TZVPD",
  "total_charge": 0,
  "s_squared": 2.005,
  "multiplicity": 3,
  "symbols": ["Ti", "O", "C", "O", "C", "O", "O", "N", "P", "C", "C", "C", "C", "C", "C", "C", "C", "C", "C", "C", "C", "C", "C", "C", "C", "C", "N", "H", "H", "H", "H", "H", "H", "H", "H", "H", "H", "H", "H", "H", "H", "H", "N", "N", "C", "N", "S", "H", "H", "H", "H", "H", "Cl", "C", "C", "C", "C", "N", "C", "H", "H", "H", "H"],
  "xyz": [[1.15864, 0.14827, -0.21868], [3.99834, -0.34292, 2.70734], [3.20267, 0.02616, 1.87031], [2.43842, -0.73477, 1.14713], [2.98892, 1.54772, 1.56353], [3.69392, 2.40703, 2.04236], [2.00240, 1.75095, 0.73261], [-1.66980, -1.45452, 0.37476], [-1.08267, 0.11050, 0.88679], [-1.36087, 0.08006, 2.68425], [-2.60082, 0.30520, 3.28373], [-2.73160, 0.22214, 4.65983], [-1.62494, -0.08625, 5.44447], [-0.39045, -0.31053, 4.85507], [-0.25584, -0.22435, 3.47548], [-2.45539, 1.15879, 0.30066], [-3.40270, 0.74977, -0.63312], [-4.36770, 1.63818, -1.09740], [-4.38926, 2.94410, -0.63459], [-3.44075, 3.36260, 0.29228], [-2.47809, 2.48002, 0.75057], [-0.74124, -2.47726, 0.22632], [-1.09846, -3.81303, 0.42872], [-0.12740, -4.78305, 0.30671], [1.17805, -4.40481, 0.01338], [1.44386, -3.06626, -0.17237], [0.49893, -2.11412, -0.11670], [-2.54425, -1.77351, 0.77290], [-3.46144, 0.56374, 2.67693], [-3.69221, 0.40433, 5.12449], [-1.72904, -0.14383, 6.52049], [0.47249, -0.54402, 5.46433], [0.70867, -0.40203, 3.01162], [-3.39220, -0.26602, -1.00784], [-5.10806, 1.30288, -1.81334], [-5.14351, 3.63516, -0.98883], [-3.44667, 4.38280, 0.65359], [-1.72892, 2.82165, 1.45655], [-2.11444, -4.06329, 0.70458], [-0.37796, -5.82334, 0.46754], [1.97850, -5.12799, -0.04233], [2.45052, -2.70397, -0.32941], [-0.17035, -0.46379, -2.32755], [-0.81045, 0.52468, -3.07464], [-0.66144, 1.83342, -2.75377], [-1.42088, 2.68088, -3.48389], [0.37788, 2.37174, -1.57357], [0.42437, -1.02531, -2.92787], [-0.86102, -1.05792, -1.87930], [-1.48471, 0.24467, -3.76944], [-2.22754, 2.34939, -3.98651], [-1.43841, 3.63741, -3.17528], [5.86744, 2.59358, -2.44553], [4.87896, 1.18247, -2.49915], [5.19686, 0.12810, -3.33359], [4.36500, -0.97950, -3.33150], [3.26277, -0.98021, -2.49601], [2.95893, 0.04067, -1.69282], [3.75182, 1.11238, -1.69079], [6.07521, 0.17628, -3.96264], [4.56599, -1.83620, -3.95919], [2.60375, -1.84032, -2.45672], [3.48818, 1.92540, -1.02497]],
  "lowdin_charge": [0.5414, 0.0677, -0.5703, -0.1859, -0.5685, 0.0759, -0.2634, -0.1119, 1.0130, -0.3330, -0.0925, -0.0839, -0.0799, -0.0609, -0.0636, -0.3734, -0.1096, -0.0971, -0.0913, -0.0712, -0.1020, -0.3838, -0.0128, -0.0600, -0.0540, -0.1164, 0.0142, 0.1078, 0.1020, 0.1019, 0.1035, 0.1121, 0.0965, 0.0886, 0.0995, 0.1015, 0.1080, 0.1229, 0.1112, 0.1108, 0.1070, 0.1037, 0.0082, -0.0678, -0.8468, 0.0972, 0.7762, 0.0955, 0.0685, 0.1468, 0.1012, 0.0948, 0.7122, -0.6305, -0.0800, -0.0464, -0.1368, 0.0130, -0.1294, 0.1118, 0.1087, 0.0948, 0.1053]
}

Most stable = w

w | {
  "formula": "C2H10N4",
  "method": "ωB97M-V/def2-TZVPD",
  "total_charge": 0,
  "symbols": ["N", "N", "C", "C", "H", "H", "H", "H", "H", "H", "N", "N", "H", "H", "H", "H"],
  "xyz": [[-0.41328, -1.21776, -0.20716], [-1.63983, -1.62771, 0.40330], [-0.23591, 0.37974, -0.51340], [-1.32203, 1.17833, -0.30332], [-0.20735, -1.89827, -0.93547], [-1.64300, -1.24513, 1.34547], [-2.38370, -1.14315, -0.10077], [0.34861, 0.49506, -1.42310], [-1.94407, 1.08404, 0.57731], [-1.38447, 2.12069, -0.82655], [1.24490, 0.31315, 0.67472], [2.55618, 0.62546, 0.21237], [2.52423, 1.39895, -0.45551], [1.04836, 0.88307, 1.49302], [0.52337, -1.16768, 0.34075], [2.92799, -0.17879, -0.28167]],
  "lowdin_charge": [-0.0681, 0.0391, -0.2744, -0.1204, 0.1456, 0.0877, 0.0762, 0.0949, 0.0095, 0.0158, -0.1986, -0.0835, 0.0524, 0.0567, 0.1216, 0.0456]
}

x | {
  "formula": "C2H10N4",
  "method": "ωB97M-V/def2-TZVPD",
  "total_charge": 0,
  "smiles": "[H]/N=C/N.NCN",
  "symbols": ["N", "C", "N", "H", "H", "H", "H", "H", "H", "N", "C", "N", "H", "H", "H", "H"],
  "xyz": [[-0.70740, -2.15995, 0.26024], [-0.80450, -2.33597, -1.33464], [-1.77589, -1.45454, -1.88156], [-0.40323, -1.26982, 0.34722], [-1.63355, -2.23057, 0.57775], [0.11659, -2.24680, -1.72606], [-1.03671, -3.44522, -1.37505], [-2.69181, -1.58966, -1.40159], [-1.36460, -0.54202, -1.93923], [2.07070, 2.53233, 0.25749], [1.53088, 2.63091, 1.58623], [0.33852, 2.27288, 1.84818], [3.09482, 2.33303, 0.13148], [1.53285, 1.65150, -0.13616], [2.07739, 3.32015, 2.26097], [-0.34405, 2.53375, 2.52472]],
  "lowdin_charge": [0.0126, -0.3026, -0.0141, -0.0276, 0.0126, 0.0510, 0.1141, 0.0906, 0.0588, 0.0082, -0.3870, 0.0519, 0.0839, 0.1154, 0.1046, 0.0275]
}

Most stable = x